P:
Entry from the Open Molecules 2025 dataset: a single C3H4S2 molecule (ωB97M-V with the def2-TZVPD basis set).

Last column: Löwdin charge in e.
CARTESIAN COORDINATES (ANGSTROEM)
C1 -1.609 1.941 0.414  0.06
C2 -1.476 0.816 0.013  -0.65
S1 -1.539 -0.763 -0.498  0.52
S2 -0.083 -1.789 0.483  0.44
C3 1.471 -0.947 -0.080  -0.39
H1 -1.869 2.935 0.381  0.01
H2 2.349 -0.789 0.520  0.05
H3 1.058 -0.015 -0.266  -0.03
H4 1.698 -1.389 -0.967  -0.01

The lowest unoccupied orbital energy is 0.37 eV. Its multiplicity is 1. The value obtained for the HOMO-LUMO gap is 9.041 eV. As for the HOMO energy: -8.7 eV.


Q:
Entry from the Open Molecules 2025 dataset: a single C3H4S2 molecule (ωB97M-V with the def2-TZVPD basis set).

Last column: Löwdin charge in e.
CARTESIAN COORDINATES (ANGSTROEM)
S1 0.371 -1.277 -2.275  0.69
C1 -0.375 -0.802 -0.908  -0.66
C2 0.268 -0.476 0.442  -0.33
C3 0.072 0.983 0.585  -0.73
S2 -1.198 1.831 1.090  0.71
H1 -1.304 -0.273 -0.899  0.03
H2 -0.217 -1.061 1.211  0.11
H3 1.387 -0.519 0.407  0.12
H4 0.996 1.594 0.348  0.07

The lowest unoccupied orbital energy is -1.12 eV. Its multiplicity is 1. The value obtained for the HOMO-LUMO gap is 7.804 eV. As for the HOMO energy: -8.9 eV.


Least stable = P


P:
Entry from the Open Molecules 2025 dataset: a single C3H4S2 molecule (ωB97M-V with the def2-TZVPD basis set).

Last column: Löwdin charge in e.
CARTESIAN COORDINATES (ANGSTROEM)
C1 0.668 0.779 0.459  -0.35
C2 0.923 -0.250 -0.240  -0.23
C3 0.731 -1.399 -0.855  0.03
S1 -1.124 1.227 1.094  0.39
S2 -2.369 -0.186 0.581  0.01
H1 1.455 1.515 0.880  0.10
H2 0.573 -2.307 -0.205  0.09
H3 0.480 -1.555 -1.859  0.04
H4 -1.337 2.176 0.145  -0.07

The lowest unoccupied orbital energy is 0.14 eV. Its multiplicity is 1. The value obtained for the HOMO-LUMO gap is 8.569 eV. As for the HOMO energy: -8.4 eV.


Q:
Entry from the Open Molecules 2025 dataset: a single C3H4S2 molecule (ωB97M-V with the def2-TZVPD basis set).

Last column: Löwdin charge in e.
CARTESIAN COORDINATES (ANGSTROEM)
C1 0.301 0.274 -1.975  -0.06
C2 0.369 -0.050 -0.660  -0.54
S1 -1.035 -0.231 0.318  0.84
C3 -0.603 -0.114 2.060  -1.01
S2 -0.996 -1.180 3.229  0.62
H1 1.146 0.101 -2.583  0.04
H2 -0.483 0.845 -2.437  0.05
H3 1.299 -0.391 -0.201  0.07
H4 0.002 0.746 2.250  -0.01

The lowest unoccupied orbital energy is -0.84 eV. Its multiplicity is 1. The value obtained for the HOMO-LUMO gap is 7.948 eV. As for the HOMO energy: -8.8 eV.


R:
Entry from the Open Molecules 2025 dataset: a molecular structure, C3H4S2 (ωB97M-V with the def2-TZVPD basis set).

Last column: Löwdin charge in e.
CARTESIAN COORDINATES (ANGSTROEM)
C1 -2.171 -0.116 -0.924  -0.72
C2 -1.442 -0.029 0.329  -1.01
C3 0.547 0.002 0.602  0.06
S1 -2.534 -1.395 0.358  0.79
S2 -2.477 1.457 0.078  0.72
H1 -1.741 -0.040 -1.894  0.06
H2 0.862 -0.923 0.160  0.02
H3 0.765 0.110 1.650  0.03
H4 0.758 0.902 -0.018  0.05

The lowest unoccupied orbital energy is 0.15 eV. Its multiplicity is 1. The value obtained for the HOMO-LUMO gap is 8.908 eV. As for the HOMO energy: -8.8 eV.


Least stable = R